{"formula": "C12H14NOP", "method": "the ωB97M-V functional and the def2-TZVPD basis", "species": ["C", "C", "C", "C", "C", "C", "C", "C", "C", "C", "C", "C", "N", "O", "P", "H", "H", "H", "H", "H", "H", "H", "H", "H", "H", "H", "H", "H", "H"], "xyz": [[-0.78, -0.73, 0.71], [0.27, -3.25, 0.44], [0.32, -0.87, -0.01], [0.75, -2.25, -0.30], [1.34, 0.16, -0.01], [1.88, -2.30, -1.13], [-1.73, -1.91, 0.93], [-0.95, -3.19, 1.33], [0.81, 3.77, -2.37], [-0.54, 3.31, -2.03], [0.39, 3.63, -0.96], [0.89, 2.54, -0.14], [0.81, 1.36, -0.55], [2.53, 0.07, 0.11], [3.16, -2.35, -1.98], [-1.03, 0.20, 1.22], [0.72, -4.26, 0.28], [-2.43, -1.76, 1.72], [-2.32, -2.00, 0.03], [-1.60, -4.09, 1.24], [-0.41, -3.04, 2.38], [1.61, 3.02, -2.78], [0.88, 4.67, -2.80], [-1.36, 3.96, -2.26], [-0.82, 2.32, -2.16], [0.39, 4.62, -0.47], [1.42, 2.95, 0.78], [-1.90, -2.05, 4.17], [-2.31, -2.52, 4.62]], "smiles": "O=C(/N=C/C1CC1)C1=CCCC=C1C#P.[H][H]", "lumo_energy_ha": 0.004, "charge": 0, "homo_lumo_gap_ev": 8.3279, "e_homo_ev": -8.21}